#A
C4H9N2 | ωB97M-V with the def2-TZVPD basis set

```
! RIJCOSX wB97M-V def2-TZVPD def2/J DEFGRID3
* xyz 1 1
C 2.62 0.13 -0.08
C 1.68 -0.88 0.15
N 0.02 -1.17 0.10
N -0.77 -0.24 0.05
C -2.15 -0.69 -0.06
C -0.45 1.13 -0.04
H 3.62 -0.09 0.09
H 2.36 1.05 -0.52
H 2.17 -1.75 0.38
H -2.77 -0.36 0.92
H -2.73 0.00 -0.68
H -2.37 -1.79 -0.16
H 0.01 1.54 0.77
H 0.12 1.44 -0.86
H -1.36 1.67 -0.05
*
```

The LUMO energy comes out at -5.7 eV. The structure (SMILES) is C=CN=[N+](C)C. The calculation puts the HOMO-LUMO gap at 9.214 eV.

These are the Löwdin partial charges, in e, on atoms 1 to 6: C 0.1056; C 0.0197; N 0.2205; N -0.2184; C 0.0045; C 0.0148


#B
C4H9N2 | ωB97M-V with the def2-TZVPD basis set

```
! RIJCOSX wB97M-V def2-TZVPD def2/J DEFGRID3
* xyz 1 1
C 2.13 0.27 0.03
C 1.82 -0.83 -0.50
C -0.16 1.07 0.30
C -1.15 0.17 -0.52
N 0.99 0.40 0.77
N -1.69 -0.88 0.31
H 2.81 1.05 -0.24
H 1.18 -1.67 -0.60
H 0.20 1.89 -0.25
H -0.79 1.38 1.14
H -0.60 -0.38 -1.33
H -1.98 0.68 -1.26
H -2.68 -1.23 0.13
H 0.91 -0.33 1.55
H -0.98 -1.59 0.46
*
```

The LUMO energy (spin up / spin down) comes out at -6.2 / -6.2 eV. The calculation puts the HOMO-LUMO gap (spin up / spin down) at 7.062 / 7.061 eV.

These are the Löwdin partial charges, in e, on atoms 1 to 6: C -0.1390; C 0.3596; C -0.1570; C -0.2697; N 0.0327; N -0.0241


#A comes first in stability; the runner-up is 0.675 eV higher.


#A
C4H9N2 | ωB97M-V with the def2-TZVPD basis set

```
! RIJCOSX wB97M-V def2-TZVPD def2/J DEFGRID3
* xyz 1 1
C 0.50 -0.49 -1.41
N 1.34 0.30 -0.91
C 1.04 1.00 0.25
C -0.29 0.79 0.88
N -0.54 -0.69 0.69
C -0.78 -0.89 -0.74
H 0.76 -0.81 -2.42
H 1.01 2.16 0.06
H 1.87 0.79 0.94
H -0.20 1.03 1.95
H -1.13 1.30 0.53
H -1.23 -1.07 1.22
H 0.35 -1.05 0.94
H -1.75 -0.38 -1.13
H -0.95 -2.01 -0.85
*
```

The LUMO energy comes out at -3.6 eV. The structure (SMILES) is C1=NCC[NH2+]C1. The calculation puts the HOMO-LUMO gap at 10.765 eV.

These are the Löwdin partial charges, in e, on atoms 1 to 6: C -0.1176; N 0.0643; C -0.2378; C -0.0910; N 0.0795; C -0.0898


#B
C4H9N2 | ωB97M-V with the def2-TZVPD basis set

```
! RIJCOSX wB97M-V def2-TZVPD def2/J DEFGRID3
* xyz 1 1
C 0.06 0.30 0.40
C -2.38 0.40 0.01
C 2.60 -0.48 -0.11
C -1.07 -0.29 -0.37
N 0.94 1.34 -0.13
N 1.43 0.23 0.02
H -0.14 0.36 1.80
H -2.64 0.20 1.05
H -3.18 0.03 -0.62
H -2.31 1.48 -0.12
H 2.99 -0.69 0.89
H 3.35 0.09 -0.68
H 2.41 -1.46 -0.57
H -0.89 -0.17 -1.44
H -1.15 -1.35 -0.13
*
```

The LUMO energy comes out at -6.1 eV. The calculation puts the HOMO-LUMO gap at 10.423 eV.

These are the Löwdin partial charges, in e, on atoms 1 to 6: C -0.2104; C -0.0823; C 0.0474; C -0.2189; N 0.3656; N -0.0775


#A comes first in stability; the runner-up is 2.791 eV higher.


#A
C4H15NO3 | ωB97M-V with the def2-TZVPD basis set

```
! RIJCOSX wB97M-V def2-TZVPD def2/J DEFGRID3
* xyz 0 1
C -0.43 0.67 2.05
C 0.45 -0.58 1.90
N 1.19 -0.56 0.62
C 0.38 -0.60 -0.51
C 1.21 -0.26 -1.77
H -1.40 0.66 1.54
H -0.61 0.80 3.12
H 1.12 -0.66 2.76
H 1.82 0.27 0.56
H -0.04 -1.63 -0.70
H -0.53 0.05 -0.43
H 2.28 -0.53 -1.65
H 0.76 -0.73 -2.64
H 1.26 0.84 -1.87
H 1.81 2.76 0.15
H 0.13 1.57 1.72
O 2.08 1.85 0.38
H -2.16 -1.81 -2.44
H -2.14 -0.50 -1.27
O -1.53 -1.15 -2.15
H -0.18 -1.47 1.84
H -2.77 0.96 -0.75
O -2.71 0.05 -0.44
*
```

The LUMO energy comes out at -5.0 eV. The calculation puts the HOMO-LUMO gap at 4.272 eV.

These are the Löwdin partial charges, in e, on atoms 1 to 6: C -0.0678; C -0.1677; N 0.1188; C -0.2665; C -0.0570; H 0.0579


#B
C4H15NO3 | ωB97M-V with the def2-TZVPD basis set

```
! RIJCOSX wB97M-V def2-TZVPD def2/J DEFGRID3
* xyz 0 1
C 0.58 -0.39 1.26
N -0.31 0.36 0.26
C -0.20 1.83 0.35
C -1.69 -0.06 0.21
C -1.87 -1.43 -0.13
O 1.53 0.22 -2.06
H 0.86 0.27 2.16
H -0.13 -1.25 1.54
H 1.51 -0.64 0.74
H -0.69 2.22 1.26
H -0.57 2.42 -0.46
H 0.91 2.11 0.40
H -2.19 0.49 -0.60
H -2.31 0.07 1.20
H -1.92 -1.67 -1.23
H -2.92 -1.73 0.12
H 1.79 0.90 -1.49
H 1.23 -0.65 -1.50
H 3.03 1.79 0.30
O 2.37 2.19 -0.30
H -1.13 -2.18 0.25
H 1.36 -2.69 -1.40
O 0.76 -2.18 -0.87
*
```

The LUMO energy comes out at -4.8 eV. The calculation puts the HOMO-LUMO gap at 3.984 eV.

These are the Löwdin partial charges, in e, on atoms 1 to 6: C -0.0054; N -0.0991; C -0.0436; C -0.2967; C -0.1607; O -0.0541


#C
C4H15NO3 | ωB97M-V with the def2-TZVPD basis set

```
! RIJCOSX wB97M-V def2-TZVPD def2/J DEFGRID3
* xyz 0 1
C -11.58 -9.88 -1.12
O -10.55 -9.42 -0.33
C -9.35 -9.03 -1.01
C -8.16 -8.85 0.09
C -8.51 -7.84 1.21
N -6.93 -8.52 -0.48
H -12.00 -9.21 -1.87
H -12.45 -9.78 -0.47
H -11.38 -10.93 -1.35
H -9.04 -9.91 -1.56
H -9.49 -8.11 -1.58
H -8.13 -9.84 0.55
H -9.58 -7.83 1.42
H -8.15 -6.84 1.01
H -7.99 -8.14 2.12
H -6.71 -9.24 -1.15
H -6.23 -8.69 0.23
O -9.91 -8.25 3.39
H -9.48 -8.86 3.99
H -9.39 -8.30 2.59
O -8.79 -6.36 3.89
H -9.33 -7.15 3.86
H -9.15 -5.79 3.22
*
```

The LUMO energy comes out at 0.7 eV. The structure (SMILES) is COC[C@H](C)N.O.O. The calculation puts the HOMO-LUMO gap at 10.511 eV.

These are the Löwdin partial charges, in e, on atoms 1 to 6: C -0.1376; O -0.2064; C -0.1401; C -0.4234; C -0.0545; N 0.0306


#C comes first in stability; the runner-up is 5.167 eV higher.


#A
C4H15NO3 | ωB97M-V with the def2-TZVPD basis set

```
! RIJCOSX wB97M-V def2-TZVPD def2/J DEFGRID3
* xyz 0 1
C -1.20 1.77 0.16
C -1.98 1.05 -0.97
C -1.45 -0.09 -1.76
C -1.82 -1.35 -1.43
N -1.46 -2.46 -2.21
H -0.34 2.30 -0.20
H -0.94 1.02 0.91
H -1.75 2.45 0.64
H -3.03 0.83 -0.52
H -2.22 1.86 -1.88
H -0.99 0.31 -2.73
H -2.53 -1.54 -0.57
H -1.93 -3.31 -2.12
H -0.48 -2.40 -2.57
O 3.38 0.15 2.02
H 3.85 1.01 1.89
H 3.20 0.00 2.90
O 1.71 1.94 1.46
H 1.52 1.03 1.20
H 1.23 2.35 2.09
O 2.13 -2.38 1.02
H 2.86 -1.85 0.69
H 2.25 -2.69 1.96
*
```

The LUMO energy comes out at 0.7 eV. The structure (SMILES) is CC/C=C/N.O.O.O. The calculation puts the HOMO-LUMO gap at 8.329 eV.

These are the Löwdin partial charges, in e, on atoms 1 to 6: C -0.1187; C -0.3036; C -0.1835; C -0.2240; N 0.0188; H 0.0626


#B
C4H15NO3 | ωB97M-V with the def2-TZVPD basis set

```
! RIJCOSX wB97M-V def2-TZVPD def2/J DEFGRID3
* xyz 0 1
N -0.68 -1.60 0.11
C -1.72 -0.64 0.15
C -1.26 0.57 0.90
C -0.22 0.00 1.87
C 0.27 -1.30 1.17
H -0.17 -1.44 -0.79
H -2.69 -1.08 0.39
H -1.82 -0.39 -1.14
H -2.02 1.14 1.42
H -0.73 1.24 0.21
H -0.65 -0.30 2.82
H 0.65 0.64 1.97
H 0.49 -2.09 1.89
H 1.23 -1.16 0.67
H 0.54 1.15 -1.91
H -0.29 1.72 -3.07
O 0.13 1.98 -2.25
H 1.97 -0.64 -1.96
H -1.99 -0.41 -1.92
O 1.34 -0.36 -1.29
H 2.07 0.43 -0.17
H 3.22 1.41 0.39
O 2.32 1.11 0.55
*
```

The LUMO energy comes out at -2.7 eV. The calculation puts the HOMO-LUMO gap at 6.192 eV.

These are the Löwdin partial charges, in e, on atoms 1 to 6: N -0.0076; C -0.1141; C -0.1286; C -0.1302; C -0.1936; H 0.0996


#A comes first in stability; the runner-up is 2.944 eV higher.


#A
C5H4N2 | ωB97M-V with the def2-TZVPD basis set

```
! RIJCOSX wB97M-V def2-TZVPD def2/J DEFGRID3
* xyz 0 1
C -2.34 -0.36 1.58
C -1.36 -0.13 0.90
C -0.18 0.04 0.13
C 0.10 0.72 -1.04
C 1.44 0.41 -1.32
N 1.97 -0.39 -0.39
N 0.97 -0.60 0.47
H -3.20 -0.58 2.17
H -0.57 1.35 -1.61
H 2.05 0.72 -2.16
H 1.12 -1.18 1.28
*
```

The LUMO energy comes out at 1.0 eV. The structure (SMILES) is C#Cc1ccn[nH]1. The calculation puts the HOMO-LUMO gap at 10.075 eV.

These are the Löwdin partial charges, in e, on atoms 1 to 6: C 0.1262; C -0.0713; C -0.2969; C -0.0251; C -0.1635; N 0.0304


#B
C5H4N2 | ωB97M-V with the def2-TZVPD basis set

```
! RIJCOSX wB97M-V def2-TZVPD def2/J DEFGRID3
* xyz 0 1
C 2.42 -0.26 -0.41
C 1.35 0.18 -0.04
C 0.10 0.16 1.03
C -0.93 -0.76 0.75
N -1.61 -0.29 -0.29
N -1.16 0.82 -0.83
C -0.08 1.11 -0.05
H 3.38 -0.69 -0.62
H -1.26 -1.68 1.20
H -2.41 -0.74 -0.68
H 0.20 2.15 -0.07
*
```

The LUMO energy comes out at 0.5 eV. The calculation puts the HOMO-LUMO gap at 8.481 eV.

These are the Löwdin partial charges, in e, on atoms 1 to 6: C 0.1425; C -0.1818; C -0.0916; C -0.0813; N -0.0083; N 0.0656


#C
C5H4N2 | ωB97M-V with the def2-TZVPD basis set

```
! RIJCOSX wB97M-V def2-TZVPD def2/J DEFGRID3
* xyz 0 1
C -2.67 -0.32 0.00
C 1.40 1.26 0.09
C 0.00 -0.01 -0.12
C -1.48 -0.96 -0.04
C 1.50 -0.27 -0.04
N -3.76 0.06 -0.06
N 0.09 1.38 -0.19
H 2.11 2.03 0.12
H -1.34 -1.92 0.31
H 2.11 -0.41 -0.93
H 2.04 -0.85 0.87
*
```

The LUMO energy (spin up / spin down) comes out at -0.7 / -1.3 eV. The calculation puts the HOMO-LUMO gap (spin up / spin down) at 8.562 / 7.264 eV.

These are the Löwdin partial charges, in e, on atoms 1 to 6: C -0.3274; C -0.0956; C -0.1681; C 0.0407; C -0.1073; N 0.1585


#D
C5H4N2 | ωB97M-V with the def2-TZVPD basis set

```
! RIJCOSX wB97M-V def2-TZVPD def2/J DEFGRID3
* xyz 0 1
C 3.10 0.54 0.05
C 1.90 0.37 0.37
C 0.49 0.15 0.35
C -0.20 -1.01 -0.10
C -1.55 -0.59 -0.25
N -1.70 0.67 0.08
N -0.48 1.11 0.42
H 0.93 -0.15 -0.79
H 0.24 -1.99 -0.23
H -2.40 -1.18 -0.57
H -0.33 2.08 0.66
*
```

The LUMO energy (spin up / spin down) comes out at -0.6 / -0.6 eV. The calculation puts the HOMO-LUMO gap (spin up / spin down) at 8.406 / 8.407 eV.

These are the Löwdin partial charges, in e, on atoms 1 to 6: C -0.0125; C -0.2788; C -0.3903; C 0.0055; C -0.1206; N 0.0705


#A comes first in stability; the runner-up is 3.388 eV higher.


#A
C6H10O | ωB97M-V with the def2-TZVPD basis set

```
! RIJCOSX wB97M-V def2-TZVPD def2/J DEFGRID3
* xyz 1 2
C 1.85 0.88 0.72
C 2.68 0.16 -0.06
C -0.41 0.58 -0.41
C 0.44 0.85 0.65
C -2.68 0.13 -1.22
C -1.82 0.82 -0.44
H 2.30 1.50 1.49
H 3.75 0.32 -0.21
H 2.37 -0.82 -0.38
H -0.07 0.02 -1.35
H -0.09 1.19 1.59
H -2.30 -0.59 -1.94
H -3.74 0.29 -1.20
H -2.17 1.48 0.36
H -0.54 -1.64 0.53
H -0.09 -2.88 1.39
O 0.03 -2.42 0.55
*
```

The LUMO energy (spin up / spin down) comes out at -5.6 / -7.6 eV. The calculation puts the HOMO-LUMO gap (spin up / spin down) at 8.356 / 7.358 eV.

These are the Löwdin partial charges, in e, on atoms 1 to 6: C -0.0908; C 0.1681; C -0.0487; C -0.0391; C 0.1546; C -0.1243


#B
C6H10O | ωB97M-V with the def2-TZVPD basis set

```
! RIJCOSX wB97M-V def2-TZVPD def2/J DEFGRID3
* xyz 1 2
C 2.19 1.02 0.19
C 0.76 0.70 -0.05
C 0.23 -0.50 0.42
C -1.15 -0.77 0.29
C -1.50 -2.10 0.33
O -2.64 -2.61 -0.10
C 0.03 1.66 -0.92
H 2.69 1.16 -0.76
H 2.25 1.93 0.79
H 2.69 0.25 0.79
H 0.82 -1.13 1.08
H -1.94 -0.03 0.27
H -0.76 -2.88 0.54
H -3.40 -2.46 0.50
H -0.80 1.19 -1.43
H 0.76 2.05 -1.62
H -0.25 2.54 -0.33
*
```

The LUMO energy (spin up / spin down) comes out at -4.4 / -7.3 eV. The calculation puts the HOMO-LUMO gap (spin up / spin down) at 9.439 / 8.261 eV.

These are the Löwdin partial charges, in e, on atoms 1 to 6: C -0.0138; C -0.2225; C 0.0091; C 0.0044; C -0.0898; O 0.1000


#B comes first in stability; the runner-up is 1.207 eV higher.